[1]
# C8H18ClIN2OPPdS

A molecular structure, C8H18ClIN2OPPdS in a non-equilibrium geometry (ωB97M-V with the def2-TZVPD basis set, the OMol25 dataset).

Each line ends with the Löwdin spin population.
Atoms and positions in Å:
C1 1.72524 3.82004 1.53753  0.03
I1 0.06812 2.90070 2.60538  0.37
H1 1.73216 3.43452 0.52163  0.00
H2 2.61574 3.55079 2.11124  0.00
H3 1.57611 4.90642 1.55963  0.01
Pd1 0.39008 0.84531 0.84334  1.21
P1 -1.49399 1.30773 -0.48394  0.34
C2 -2.90244 1.45217 0.65219  0.06
C3 -1.55299 2.88473 -1.37919  0.05
H4 -1.22420 -0.21386 -2.33311  0.00
H5 -2.90425 0.43232 -2.24315  0.01
H6 -2.35919 -0.84628 -1.10771  0.00
C4 -2.05061 0.04806 -1.66266  0.04
H7 -0.83129 2.84985 -2.20136  0.00
H8 -2.56758 3.04902 -1.77047  0.01
H9 -3.77284 1.84770 0.11076  0.01
H10 -2.63123 2.13022 1.47034  0.00
H11 -1.28964 3.70566 -0.70394  0.00
H12 -3.13344 0.46325 1.06588  0.00
C5 -0.72873 -0.38803 1.92348  0.14
O1 -1.23194 -1.13674 2.63609  0.01
Cl1 1.30506 1.05940 -1.40141  0.50
S1 1.95660 -0.92606 1.32210  0.91
C6 1.46512 -2.29888 0.44003  0.09
N1 1.39617 -3.55323 0.93927  -0.01
C7 1.24170 -4.56536 -0.10123  0.00
C8 1.27817 -3.73572 -1.38226  0.02
N2 1.28477 -2.36277 -0.89200  0.16
H13 1.49598 -3.74818 1.93296  0.00
H14 0.27448 -5.07497 -0.01758  0.00
H15 2.06347 -5.29150 -0.04607  0.00
H16 0.39492 -3.87851 -2.00968  0.01
H17 2.18635 -3.97295 -1.95514  0.01
H18 1.36694 -1.52246 -1.47219  0.00

2S+1: 5
Orbital gap (spin up / spin down), eV: 7.9 / 5.0
E_LUMO (spin up / spin down), eV: -10.52 / -14.98
Expectation value of S²: 6.0323
ΔE to the lowest compared entry with this formula, charge and spin, kJ/mol: 0.0
DFT total energy, a.u.: -2124.49356
HOMO (spin up / spin down), eV: -18.457 / -20.003
Total charge: +3

[2]
# C37H81N3O12S5

15 unconnected molecules or ions with the total composition C37H81N3O12S5 in a non-equilibrium geometry (ωB97M-V with the def2-TZVPD basis set, the OMol25 dataset).

Each line ends with the Löwdin charge.
Atoms and positions in Å:
C1 -5.07640 0.24023 0.90667  -0.04
C2 -4.08500 -0.50191 0.11649  -0.24
N1 -3.31912 -1.04874 -0.49263  0.18
H1 -5.43795 1.00994 0.22481  0.08
H2 -4.71141 0.64391 1.85109  0.06
H3 -5.96342 -0.34997 1.13678  0.09
C3 -3.24381 -4.04023 4.83163  -0.05
C4 -2.27506 -3.57183 3.84868  -0.22
N2 -1.48263 -3.19747 3.07737  0.18
H4 -3.25154 -3.28235 5.61500  0.07
H5 -2.96068 -4.96650 5.33158  0.09
H6 -4.26374 -4.19894 4.48142  0.09
C5 4.84434 -0.08187 -1.57514  -0.05
C6 4.02701 0.86665 -2.41825  -0.25
N3 3.40241 1.54700 -3.06648  0.16
H7 4.61257 -1.10836 -1.85925  0.04
H8 4.52973 -0.00455 -0.53440  0.05
H9 5.92944 -0.04434 -1.67125  0.08
C7 2.85700 -3.23605 -4.95378  -0.23
S1 1.93141 -2.27233 -3.64205  0.80
O1 0.55772 -2.82100 -3.73838  -0.55
C8 2.75557 -3.06690 -2.23158  -0.26
H10 2.47993 -3.24766 -5.97641  0.05
H11 2.91112 -4.29832 -4.71556  0.05
H12 3.87211 -2.84508 -5.02312  0.04
H13 3.83740 -2.93442 -2.24578  0.05
H14 2.57995 -4.13255 -2.37873  0.06
H15 2.26181 -2.70133 -1.33122  0.00
C9 -0.29357 0.65248 -1.17043  -0.23
S2 0.53817 -0.79369 -0.34822  0.85
O2 2.01624 -0.44674 -0.21716  -0.58
C10 -0.19953 -0.58897 1.33610  -0.25
H16 0.15979 0.91044 -2.12752  0.05
H17 -0.25923 1.53953 -0.53792  0.02
H18 -1.35281 0.44519 -1.32255  0.02
H19 -0.17462 0.41952 1.74894  0.05
H20 0.22392 -1.32841 2.01581  0.03
H21 -1.24806 -0.88550 1.30870  0.01
C11 6.01396 -0.06700 2.59485  -0.26
S3 5.16064 -1.45939 3.43753  0.88
O3 4.51455 -0.83629 4.72378  -0.59
C12 3.67911 -1.79541 2.29799  -0.23
H22 5.26542 0.72245 2.66231  0.03
H23 6.09980 -0.28279 1.52988  0.03
H24 7.00442 0.22546 2.94351  0.05
H25 3.08910 -2.47709 2.91062  0.03
H26 3.91671 -2.27227 1.34707  0.04
H27 2.96547 -1.00050 2.08134  0.01
C13 2.29779 4.94238 1.74705  -0.24
S4 1.07330 3.79923 0.88058  0.84
O4 0.02804 4.60394 0.16204  -0.56
C14 2.37445 3.31869 -0.33988  -0.25
H28 2.06072 5.34681 2.73109  0.05
H29 2.70591 5.72799 1.11117  0.06
H30 3.13660 4.28198 1.96699  0.03
H31 3.24136 2.86522 0.14066  0.05
H32 2.59067 4.12973 -1.03527  0.06
H33 2.01123 2.55402 -1.02651  0.01
C15 -2.46395 -4.28057 -0.06442  -0.31
S5 -1.68953 -5.20476 -1.39193  0.84
O5 -2.54271 -6.46287 -1.58045  -0.59
C16 -2.16834 -3.99139 -2.74636  -0.26
H34 -2.52054 -4.95465 0.79029  0.04
H35 -3.45335 -3.91643 -0.34116  0.05
H36 -1.80393 -3.46823 0.23985  0.01
H37 -1.77841 -3.01558 -2.45680  0.00
H38 -3.21414 -3.75902 -2.94737  0.06
H39 -1.65573 -4.25943 -3.67020  0.04
C17 -2.62672 3.83314 2.08966  0.00
C18 -3.60872 3.68568 0.98244  -0.51
O6 -4.80782 3.74841 1.20683  0.05
C19 -3.14722 3.39030 -0.37029  -0.01
H40 -1.70881 4.19337 1.62514  0.04
H41 -2.45571 2.85550 2.54032  0.07
H42 -2.90243 4.58495 2.82915  0.10
H43 -2.27485 2.73684 -0.37841  0.06
H44 -2.79865 4.27772 -0.89857  0.09
H45 -3.90958 2.83858 -0.92030  0.08
C20 1.28088 -4.50870 1.45829  -0.03
C21 1.82027 -5.02344 2.75955  -0.46
O7 3.03926 -5.20422 2.92502  0.03
C22 0.76181 -5.63631 3.66873  -0.02
H46 0.35846 -3.95978 1.64785  0.04
H47 1.08271 -5.40036 0.86350  0.10
H48 2.03518 -3.89900 0.96089  0.06
H49 0.98622 -6.66553 3.94880  0.09
H50 -0.22016 -5.60190 3.19686  0.05
H51 0.62787 -4.90564 4.46640  0.08
C23 2.34446 0.08347 -7.61420  -0.03
C24 0.98889 0.12052 -7.07048  -0.51
O8 0.07359 -0.24933 -7.76122  0.07
C25 0.75444 0.67953 -5.67703  -0.02
H52 2.39618 -0.24765 -8.65140  0.09
H53 2.95266 -0.62433 -7.05097  0.08
H54 2.83845 1.03385 -7.41207  0.09
H55 -0.13780 1.30059 -5.59777  0.07
H56 1.48681 1.47682 -5.55026  0.07
H57 0.86446 -0.02330 -4.85119  0.04
C26 1.92975 2.00349 6.41042  0.00
C27 1.55138 1.33049 5.13653  -0.53
O9 0.69937 0.52179 5.06117  0.08
C28 2.34369 1.68500 3.87439  -0.02
H58 2.65218 1.42479 6.98601  0.10
H59 1.02754 2.16477 7.00042  0.09
H60 2.31654 2.94131 6.01170  0.08
H61 2.27408 0.87076 3.15309  0.06
H62 3.34197 1.86312 4.27417  0.08
H63 1.94088 2.56318 3.36976  0.04
C29 -4.55268 0.65309 -3.82208  -0.01
C30 -3.05464 0.62603 -4.17955  -0.51
O10 -2.44892 1.60924 -4.53272  0.05
C31 -2.45044 -0.70806 -4.35874  -0.01
H64 -4.91552 0.84765 -4.83133  0.10
H65 -4.74003 1.53772 -3.21344  0.07
H66 -4.90404 -0.23659 -3.29947  0.07
H67 -1.91970 -1.00907 -3.45552  0.07
H68 -1.80444 -0.56236 -5.22451  0.08
H69 -3.21748 -1.44318 -4.60237  0.09
C32 -0.41023 3.90659 -3.02323  -0.03
C33 -0.00438 5.35761 -2.88609  -0.47
O11 1.17723 5.65235 -3.09264  0.03
C34 -1.12900 6.38018 -2.75752  -0.02
H70 -1.29723 3.85645 -3.65475  0.08
H71 -0.64510 3.47350 -2.05093  0.04
H72 0.39233 3.26681 -3.39023  0.08
H73 -1.84932 6.28544 -3.57008  0.08
H74 -0.74125 7.39783 -2.80380  0.08
H75 -1.60336 6.24660 -1.78529  0.07
C35 -2.64024 1.41235 5.76571  -0.04
C36 -2.93751 0.06899 5.27105  -0.45
O12 -3.13710 -0.78731 6.15088  0.04
C37 -3.00193 -0.16665 3.75694  -0.01
H76 -2.58745 1.33905 6.85196  0.09
H77 -3.46718 2.08745 5.54547  0.09
H78 -1.76058 1.93553 5.39076  0.08
H79 -2.10496 -0.62924 3.34516  0.05
H80 -3.17406 0.79598 3.27546  0.05
H81 -3.90930 -0.74598 3.58622  0.09

Orbital gap, eV: 8.8
E_LUMO, eV: 0.10
ΔE to the lowest compared entry with this formula, charge and spin, kJ/mol: 0.0
DFT total energy, a.u.: -4516.18977
HOMO, eV: -8.680